Computed, not measured: a structure of composition C19H13FN2O3S, with ωB97M-V/def2-TZVPD.

E_LUMO   -0.96 eV
DFT total energy   -1565.14520 a.u.

XYZ file:
```
39
Properties=species:S:1:pos:R:3:nbo_charge:R:1
O -7.30 -2.38 0.38 -0.57
F -5.11 -3.60 -0.92 -0.31
N 1.45 -1.68 -0.82 -0.58
N -0.14 -0.39 0.22 -0.43
O -7.19 -0.11 0.52 -0.68
O 1.95 1.55 0.83 -0.42
S 0.03 -2.50 -1.21 0.59
C -6.64 -1.34 0.36 0.76
C 1.16 -0.63 -0.12 0.30
C -0.89 -1.33 -0.29 0.05
C 2.20 0.28 0.34 0.23
C 3.55 0.07 0.21 -0.23
C -3.03 -0.28 0.48 -0.18
C -3.12 -2.43 -0.55 -0.28
C -4.41 -0.29 0.61 -0.15
C 4.73 3.89 1.56 -0.20
C 5.77 3.03 1.16 -0.21
C -4.49 -2.50 -0.42 0.51
C 3.15 2.16 1.05 0.35
C -2.34 -1.33 -0.12 -0.06
C -5.18 -1.39 0.19 -0.24
C 4.19 1.29 0.69 -0.14
C 3.41 3.46 1.58 -0.07
C 5.52 1.73 0.73 0.01
C 2.27 4.32 2.09 -0.64
C 6.65 0.81 0.32 -0.63
H -8.14 -0.25 0.71 0.51
H 4.01 -0.81 -0.21 0.24
H -2.51 0.54 0.95 0.24
H -2.60 -3.27 -1.02 0.23
H -4.84 0.56 1.09 0.24
H 5.00 4.88 1.93 0.21
H 6.78 3.37 1.17 0.21
H 2.47 4.50 3.15 0.22
H 1.31 3.79 2.00 0.23
H 2.18 5.24 1.47 0.22
H 6.74 -0.04 0.99 0.22
H 7.64 1.31 0.23 0.22
H 6.39 0.40 -0.66 0.22
```

=====

Computed, not measured: a cluster of 23 separate species, C17H73ClN3O26S2 in total, with ωB97M-V/def2-TZVPD.

E_LUMO   -2.63 eV
Energy above the lowest of the compared OMol25 structures with the same formula, charge and spin   20.82 kcal/mol
DFT total energy   -4068.35220 a.u.
Charge   +1

XYZ file:
```
122
Properties=species:S:1:pos:R:3:lowdin_charge:R:1
C -0.19 1.77 2.62 -0.07
C 0.88 2.06 1.57 -0.23
C 0.52 1.51 0.16 -0.12
C 1.48 0.37 -0.19 -0.29
C 1.17 -0.86 0.65 -0.01
N 1.51 0.08 -1.65 0.10
C 0.62 -0.63 -2.42 -0.54
S -0.90 -1.41 -1.97 1.08
C -0.43 -3.01 -1.21 -0.31
C -1.29 -3.23 0.01 -0.57
O -0.80 -3.44 1.09 0.12
O -2.64 -3.19 -0.13 -0.01
C -3.21 -1.98 0.38 -0.10
C -4.75 -1.98 0.30 -0.29
C -5.37 -2.31 1.66 0.00
O -5.07 -0.62 -0.02 0.00
C -6.28 -0.46 -0.63 -0.55
O -6.51 -0.90 -1.71 0.14
C -7.29 0.34 0.16 -0.42
S -7.28 2.05 -0.46 0.80
N 0.96 -0.63 -3.65 0.14
N 2.09 0.10 -3.67 0.10
C 2.44 0.54 -2.49 -0.22
C 3.65 1.38 -2.24 -0.57
Cl 4.28 1.98 -3.81 0.74
C 4.75 0.72 -1.42 -0.24
C 5.62 1.82 -0.75 -0.09
H 0.32 1.61 3.56 0.04
H -0.69 0.83 2.36 0.06
H -0.91 2.57 2.72 0.09
H 1.79 1.60 1.93 0.06
H 1.06 3.13 1.47 0.10
H -0.48 1.09 0.24 0.10
H 0.56 2.28 -0.61 0.12
H 2.48 0.68 0.08 0.13
H 1.37 -0.63 1.69 0.10
H 1.75 -1.73 0.36 0.10
H 0.11 -1.05 0.60 0.05
H -0.62 -3.81 -1.92 0.11
H 0.61 -3.08 -0.94 0.05
H -2.93 -1.78 1.42 0.13
H -2.89 -1.12 -0.20 0.10
H -5.03 -2.68 -0.48 0.16
H -6.42 -2.03 1.63 0.09
H -4.85 -1.70 2.39 0.06
H -5.30 -3.36 1.92 0.08
H -6.96 0.35 1.19 0.06
H -8.26 -0.14 0.05 0.10
H -8.29 2.62 0.22 -0.17
H 2.54 0.26 -4.56 0.12
H 3.32 2.27 -1.71 0.12
H 5.43 0.14 -2.04 0.09
H 4.33 0.05 -0.67 0.10
H 5.54 2.70 -1.38 0.06
H 5.24 2.12 0.22 0.08
H 6.65 1.51 -0.70 0.07
O 0.53 2.46 5.47 -0.06
H 0.57 3.22 6.07 0.05
H 0.09 1.77 5.99 0.05
O -9.12 3.02 2.26 -0.07
H -9.00 3.72 2.91 0.05
H -9.56 2.31 2.75 0.05
O 2.50 0.81 -7.28 -0.05
H 2.94 1.29 -6.58 0.01
H 3.18 0.69 -7.95 0.06
O -1.01 -6.43 0.15 -0.04
H -1.19 -5.50 0.27 -0.02
H -0.30 -6.59 0.79 0.03
O -7.17 1.57 -4.04 -0.07
H -7.48 1.66 -3.12 -0.04
H -6.22 1.62 -3.98 0.03
O 7.14 4.01 0.35 -0.06
H 7.79 3.77 1.03 0.01
H 7.68 4.19 -0.43 0.05
O -11.49 1.75 0.98 -0.06
H -10.78 2.35 0.74 0.00
H -12.29 2.24 0.77 0.04
O -3.49 -4.95 2.20 -0.04
H -2.79 -4.59 1.64 -0.01
H -3.53 -5.88 1.97 0.06
O -3.76 -0.91 4.58 -0.05
H -3.20 -1.51 4.07 0.03
H -4.49 -1.46 4.87 0.05
O -5.39 -2.06 -4.51 -0.06
H -6.07 -2.73 -4.35 0.03
H -5.44 -1.50 -3.72 0.00
O 0.84 3.14 -5.96 -0.04
H 1.35 3.02 -5.16 0.01
H 1.15 2.44 -6.56 0.00
O 9.05 5.00 2.41 -0.05
H 9.04 5.96 2.50 0.07
H 9.75 4.71 3.01 0.07
O 6.62 4.41 3.95 -0.06
H 7.34 4.61 3.33 -0.02
H 6.40 3.49 3.80 0.02
O 5.29 -0.42 1.84 -0.06
H 5.75 -0.45 2.69 0.05
H 5.71 -1.13 1.33 0.03
O 1.72 -0.03 -10.35 -0.05
H 1.05 -0.69 -10.13 0.04
H 1.77 0.52 -9.56 0.00
O 3.33 1.16 3.42 -0.05
H 3.75 1.13 4.28 0.06
H 3.75 0.45 2.91 0.01
O 2.45 4.02 3.42 -0.06
H 3.22 4.27 2.90 0.04
H 2.39 3.06 3.33 -0.03
O -6.47 0.14 4.11 -0.06
H -6.82 0.12 5.01 0.04
H -5.52 0.28 4.22 0.01
O 7.75 -1.29 0.30 -0.06
H 8.15 -1.64 -0.52 0.02
H 8.24 -0.48 0.46 0.04
O 7.60 -1.37 -2.62 -0.04
H 7.20 -0.68 -3.16 0.03
H 7.37 -2.19 -3.06 0.06
O 2.12 -4.70 -1.24 -0.05
H 2.61 -5.32 -1.79 0.05
H 1.43 -5.24 -0.85 0.03
O -0.26 -6.12 2.89 -0.05
H 0.01 -5.20 2.83 0.04
H -1.20 -6.08 3.10 0.04
```

=====

Computed, not measured: a cluster of 2 separate species, C3H8O2 in total, with ωB97M-V/def2-TZVPD.

E_LUMO   0.89 eV
Energy above the lowest of the compared OMol25 structures with the same formula, charge and spin   47.40 kcal/mol
DFT total energy   -269.51935 a.u.
SMILES string   C=CCO.O

XYZ file:
```
13
Properties=species:S:1:pos:R:3:nbo_charge:R:1
C 0.33 -1.11 0.12 -0.42
C 0.68 -0.51 -1.02 -0.18
C -0.26 0.36 -1.77 -0.12
O 0.43 1.36 -2.49 -0.70
H -0.51 -0.68 0.63 0.20
H 1.03 -1.85 0.49 0.20
H 1.73 -0.54 -1.31 0.21
H -1.15 0.55 -1.14 0.17
H -0.75 -0.32 -2.50 0.16
H -0.24 1.94 -2.87 0.47
O -0.81 -0.18 4.22 -0.93
H -1.59 0.13 4.69 0.47
H -0.66 -1.04 4.62 0.47
```

=====

Computed, not measured: a structure of composition C45H33Co2O7PS, with ωB97M-V/def2-TZVPD.

E_LUMO   3.95 eV
Energy above the lowest of the compared OMol25 structures with the same formula, charge and spin   0.00 kcal/mol
DFT total energy   -5766.27851 a.u.
Charge   -2

XYZ file:
```
89
Properties=species:S:1:pos:R:3:lowdin_charge:R:1
O 3.65 -1.80 2.76 0.13
C 3.08 -1.40 1.83 -0.11
Co 2.25 -0.75 0.43 0.07
C 0.64 -0.59 1.18 -0.12
O -0.30 -0.37 1.82 0.12
C 3.07 0.79 0.75 -0.15
O 3.57 1.75 1.14 0.11
C 2.85 -1.45 -1.11 -0.30
C 2.10 -2.34 -0.33 -0.32
C 1.66 -3.62 -0.24 -0.10
C 0.58 -4.00 0.63 -0.25
C 0.67 -5.14 1.47 -0.07
C -0.27 -5.35 2.47 -0.12
C -1.38 -4.48 2.57 -0.09
C -1.56 -3.49 1.61 -0.07
C -0.59 -3.22 0.66 -0.05
Co 1.40 -0.59 -1.90 -0.07
C -0.31 -0.34 -1.73 -0.23
O -1.46 -0.14 -1.66 0.06
C 1.77 -1.33 -3.42 -0.23
O 2.06 -1.75 -4.46 0.06
P 2.05 1.36 -2.31 1.02
C 1.39 2.78 -1.35 -0.32
C 1.67 4.09 -1.76 -0.10
C 1.19 5.17 -1.01 -0.09
C 0.39 4.94 0.11 -0.10
C 0.06 3.63 0.48 -0.07
C 0.57 2.56 -0.24 -0.08
C 3.87 1.57 -2.29 -0.33
C 4.50 2.62 -1.62 -0.10
C 5.89 2.70 -1.59 -0.09
C 6.66 1.74 -2.24 -0.11
C 6.04 0.71 -2.95 -0.09
C 4.64 0.61 -2.96 -0.10
C 1.63 1.90 -4.02 -0.31
C 2.59 2.29 -4.96 -0.08
C 2.21 2.62 -6.26 -0.10
C 0.86 2.59 -6.63 -0.11
C -0.11 2.24 -5.68 -0.09
C 0.27 1.90 -4.38 -0.07
H 3.83 -1.56 -1.54 0.06
H 2.20 -4.40 -0.78 0.10
H 1.52 -5.81 1.34 0.09
H -0.14 -6.17 3.18 0.08
H -2.09 -4.58 3.39 0.08
H -2.47 -2.88 1.62 0.06
H -0.74 -2.46 -0.11 0.10
H 2.28 4.26 -2.65 0.11
H 1.44 6.19 -1.31 0.09
H 0.01 5.78 0.70 0.09
H -0.58 3.45 1.35 0.11
H 0.34 1.53 0.06 0.06
H 3.90 3.39 -1.13 0.09
H 6.36 3.52 -1.05 0.10
H 7.75 1.79 -2.20 0.09
H 6.63 -0.02 -3.50 0.10
H 4.16 -0.21 -3.50 0.10
H 3.64 2.33 -4.68 0.09
H 2.97 2.90 -6.99 0.09
H 0.56 2.84 -7.65 0.09
H -1.17 2.22 -5.96 0.10
H -0.49 1.64 -3.64 0.10
C -2.39 0.44 7.22 -0.12
C -1.58 -0.19 6.28 -0.09
C -2.15 -0.85 5.18 -0.06
C -3.54 -0.87 5.06 -0.26
S -4.31 -1.83 3.73 0.63
C -3.59 -1.23 2.28 -0.29
C -4.35 -1.20 1.06 -0.30
C -4.23 -0.11 0.15 -0.07
C -5.05 -0.04 -0.97 -0.13
C -5.95 -1.08 -1.27 -0.15
C -6.00 -2.21 -0.43 -0.13
C -5.23 -2.27 0.73 -0.06
O -3.91 -3.19 4.01 -0.36
O -5.72 -1.51 3.77 -0.36
C -4.36 -0.24 6.00 -0.07
C -3.78 0.42 7.08 -0.10
H -1.93 0.94 8.08 0.09
H -0.49 -0.18 6.39 0.10
H -1.53 -1.34 4.43 0.11
H -2.73 -0.60 2.44 0.05
H -3.51 0.67 0.39 0.10
H -5.00 0.84 -1.62 0.09
H -6.60 -1.03 -2.14 0.07
H -6.68 -3.04 -0.66 0.08
H -5.27 -3.15 1.38 0.11
H -5.44 -0.27 5.87 0.10
H -4.42 0.92 7.81 0.09
```